# C7H12O

One molecule with the formula C7H12O (wB97M-V/def2-TZVPD, the Open Molecules 2025 dataset).

Last column: Löwdin charge in e.
Positions of all 20 atoms, in Å:
C -0.0499 -3.5033 0.1846  0.03
C 1.2486 -3.2713 0.5673  -0.14
O 1.9966 -2.1061 0.9301  -0.04
C 1.5244 -0.8587 0.6919  -0.16
C 0.3364 -0.3859 0.2355  -0.08
C 0.2655 1.0974 -0.1093  -0.25
C -1.1427 1.6852 -0.3072  -0.24
C -1.1969 3.2135 -0.7719  -0.09
H -0.3398 -4.5611 -0.0654  0.07
H -0.8431 -2.7254 0.1866  0.04
H 1.8626 -4.0889 0.7038  0.08
H 2.1320 -0.0765 1.0261  0.10
H -0.5142 -1.0449 0.0033  0.07
H 0.9887 1.3718 -0.9946  0.14
H 0.7253 1.7163 0.7291  0.12
H -1.5678 1.7138 0.6576  0.08
H -1.6322 0.9776 -0.9839  0.10
H -0.2864 3.6386 -1.0789  0.04
H -1.9396 3.3873 -1.6062  0.08
H -1.5676 3.8205 0.0014  0.04

Properties
Total energy (hartree): -349.05133
HOMO (eV): -8.559
SMILES string: C=CO/C=C/CCC
Kohn-Sham gap (eV): 9.66

# C7H12O

C7H12O as an isolated structure (wB97M-V/def2-TZVPD, the Open Molecules 2025 dataset).

Last column: Löwdin charge in e.
Positions of all 20 atoms, in Å:
C 0.8238 0.5453 -0.7273  -0.15
C -0.6874 -0.5095 -1.2424  -0.12
C 1.0640 1.9802 -1.0019  -0.05
C -1.5821 -1.6146 -0.6978  -0.10
C -0.0667 0.3109 0.4241  -0.57
C 0.7541 -0.4451 1.4678  -0.10
C 0.4642 -0.3219 2.7563  0.04
O -1.0268 1.0320 0.7849  -0.01
H 1.6426 -0.1458 -0.9231  0.12
H -0.1538 -0.9364 -2.0968  0.10
H -1.3172 0.2827 -1.6504  0.11
H 1.5869 -1.0546 1.1375  0.10
H 1.7578 2.1529 -1.8214  0.08
H 0.1096 2.4737 -1.2203  0.09
H 1.3910 2.4509 -0.0662  0.10
H -2.1952 -2.0264 -1.5008  0.08
H -2.2454 -1.2145 0.0665  0.08
H -0.9911 -2.4253 -0.2715  0.08
H -0.4005 0.2503 3.0621  0.07
H 1.0722 -0.7848 3.5209  0.06

Properties
Total energy (hartree): -349.02136
HOMO (eV): -8.532
Kohn-Sham gap (eV): 9.37

# C7H12O

A 2-piece molecular cluster, C7H12O overall (wB97M-V/def2-TZVPD, the Open Molecules 2025 dataset).

Last column: Löwdin charge in e.
Positions of all 20 atoms, in Å:
C -1.7253 -2.4751 -0.3679  0.08
C -0.8361 -1.8887 0.2096  -0.10
C 0.8542 -2.0571 0.7946  -0.16
C 1.4809 -0.7972 1.1648  -0.17
H -2.5287 -2.9229 -0.8928  0.02
H 1.2626 -2.5599 -0.0775  0.09
H 0.6721 -2.7524 1.6096  0.09
H 1.9262 -0.2584 0.3321  0.06
H 0.5759 -0.0220 1.4189  0.08
H 2.0998 -0.8536 2.0574  0.07
C 0.2578 2.0094 -2.0518  0.01
C 0.2603 1.9784 -0.7309  -0.17
C -0.9472 1.6923 0.1066  -0.26
O -0.7742 0.6959 1.1063  -0.17
H -0.6044 1.8086 -2.6759  0.06
H 1.0317 2.4137 -2.6871  0.05
H 1.1531 2.1750 -0.1457  0.10
H -1.2437 2.5866 0.6706  0.12
H -1.7779 1.4537 -0.5742  0.12
H -1.1371 -0.2260 0.7333  0.07

Properties
Total energy (hartree): -348.96302
HOMO (eV): -9.388
SMILES string: C#CCC.C=CCO
Kohn-Sham gap (eV): 10.12

# C7H12O2

C7H12O2 as an isolated structure (wB97M-V/def2-TZVPD, the Open Molecules 2025 dataset).

Last column: Löwdin charge in e.
Positions of all 21 atoms, in Å:
C 2.2519 1.1882 -0.6504  -0.07
C 1.4779 -0.2362 -0.3543  -0.19
C 0.3300 0.0791 0.7319  -0.22
C -0.6930 0.0045 1.9865  -0.06
C -2.0920 -0.0740 1.0596  -0.15
C -1.0737 -0.2550 -1.4634  -0.04
C 0.2108 -0.9943 -0.9859  -0.26
H 2.6552 1.6613 0.2878  0.08
H 3.1270 0.8219 -1.4010  0.10
H 1.4003 1.7434 -1.2482  0.09
H 2.2302 -1.0538 -0.2980  0.12
H 0.1041 1.0392 0.2433  0.11
H -0.5553 0.9741 2.6747  0.12
H -0.3871 -1.0078 2.4664  0.12
H -2.1609 -1.1378 0.9833  0.09
H -2.9654 0.3925 1.5997  0.13
H -0.7535 0.6286 -2.1202  0.15
H -1.6682 -1.0267 -1.8147  0.09
H 0.4469 -1.7991 -1.7813  0.16
O -1.7998 0.3558 -0.2781  -0.22
O -0.0855 -1.3039 0.3624  -0.16

Properties
Total energy (hartree): -424.10385
HOMO (eV): -8.610
Kohn-Sham gap (eV): 9.58

# C7H12O2

One molecule with the formula C7H12O2 (wB97M-V/def2-TZVPD, the Open Molecules 2025 dataset).

Last column: Löwdin charge in e.
Positions of all 21 atoms, in Å:
C -0.5516 -1.9578 -0.6948  -0.15
C -1.5280 -1.2306 0.3204  -0.10
C -0.7332 0.0417 0.4885  -0.39
C 0.6429 -0.3586 0.9611  -0.09
C 1.3212 -0.0454 -0.3645  -0.25
C 0.6440 -1.0876 -1.2912  -0.12
O 0.8984 1.3533 -0.6593  -0.10
C 0.1834 2.0312 0.3803  -0.20
O -0.9569 1.3627 0.9455  -0.05
H -1.0806 -2.4237 -1.5339  0.10
H -0.0501 -2.8066 -0.1901  0.10
H -2.4992 -1.0435 -0.1546  0.12
H -1.5758 -1.7924 1.2463  0.11
H -0.7934 0.3370 -0.5279  0.12
H 0.7478 -1.4039 1.3344  0.14
H 1.0753 0.1974 1.8089  0.13
H 2.4053 -0.0676 -0.4169  0.14
H 0.3604 -0.6304 -2.2391  0.11
H 1.4030 -1.8169 -1.5904  0.11
H 0.8336 2.4057 1.1968  0.13
H -0.2308 2.9592 -0.0220  0.13

Properties
Total energy (hartree): -424.27631
HOMO (eV): -9.092
SMILES string: C1C[C@@H]2C[C@@H](C1)OCO2
Kohn-Sham gap (eV): 10.11

# C7H12O2S

One molecule with the formula C7H12O2S (wB97M-V/def2-TZVPD, the Open Molecules 2025 dataset).

Last column: Löwdin charge in e.
Positions of all 22 atoms, in Å:
C 2.0232 -0.5449 -0.7862  -0.01
C 0.6526 -0.4191 -0.2167  -0.23
C 0.4389 0.2472 0.9640  -0.31
C 1.3679 0.9490 1.8221  -0.07
S -1.3092 0.3372 1.3911  0.68
O -1.9040 1.5858 0.9805  -0.32
O -1.5535 -0.0465 2.7224  -0.29
C -1.8208 -0.9228 0.1058  -0.14
C -0.6696 -0.8154 -0.9540  -0.31
C -0.8733 0.2875 -2.0754  -0.04
H 1.7568 -1.0182 -1.6619  0.06
H 2.5944 -1.1693 -0.0695  0.11
H 2.4447 0.3823 -0.7090  0.06
H 2.3641 0.8500 1.6703  0.04
H 1.2646 0.7125 2.8700  0.08
H 1.0720 2.0952 1.8541  0.15
H -2.7969 -0.7777 -0.2735  0.09
H -1.6760 -1.8332 0.5520  0.06
H -0.5867 -1.8267 -1.3902  0.13
H -1.9314 0.4468 -2.3265  0.08
H -0.1602 0.2405 -2.9216  0.08
H -0.6976 1.2398 -1.5480  0.08

Properties
Total energy (hartree): -822.51478
HOMO (eV): -9.352
SMILES string: CC1=C(C)S(=O)(=O)C[C@H]1C
Kohn-Sham gap (eV): 10.07

# C7H12O4Tl

C7H12O4Tl as an isolated structure (wB97M-V/def2-TZVPD, the Open Molecules 2025 dataset).

Last column: Löwdin charge in e.
Positions of all 24 atoms, in Å:
C -2.8655 1.6153 0.0640  -0.29
C -4.0615 1.2565 0.8991  -0.37
O -4.7385 0.0935 0.2836  -0.36
Tl -3.2873 -0.4645 -1.2315  0.78
H -1.9714 1.7351 0.6948  0.02
H -5.3053 -0.3581 0.9141  0.09
H -2.9885 2.5641 -0.4813  0.01
H -4.8200 2.0545 0.9626  0.10
H -3.7940 0.9434 1.9224  0.10
O 5.0112 1.1194 -0.3947  -0.06
C 4.1779 0.5029 0.2953  -0.82
O 4.3079 0.0248 1.4362  -0.06
O 2.9490 0.3552 -0.3296  -0.05
C 1.9017 -0.2551 0.3977  -0.23
C 0.6677 -0.2924 -0.4930  -0.18
C -0.5144 -0.8837 0.2200  -0.25
C -1.0872 -2.0700 -0.1145  -0.13
H 1.6933 0.3134 1.3185  0.13
H 2.1882 -1.2753 0.6959  0.13
H 0.8874 -0.8674 -1.4046  0.12
H 0.4264 0.7359 -0.8068  0.12
H -0.7890 -0.4412 1.1858  0.11
H -1.8936 -2.4772 0.5043  0.04
H -0.6666 -2.6854 -0.9153  0.06

Properties
Total energy (hartree): -747.33284
Net charge: -1
HOMO (eV): -4.012
Kohn-Sham gap (eV): 5.84

# C7H12O5S

One molecule with the formula C7H12O5S (wB97M-V/def2-TZVPD, the Open Molecules 2025 dataset).

Last column: Löwdin charge in e.
Positions of all 25 atoms, in Å:
C -3.3956 -0.7890 -1.7103  -0.17
C -2.7024 -1.5094 -0.5599  -0.55
S -1.1462 -2.3025 -1.0574  0.91
C -0.0507 -0.9866 -0.4803  -0.49
O 1.2619 -1.2830 -0.9531  -0.05
C 2.0275 -0.2137 -1.3204  -0.59
O 1.8698 0.3974 -2.3239  0.19
O 3.0571 0.0043 -0.4777  0.04
C 2.7002 0.2284 0.8884  -0.14
C 1.8724 1.5070 1.0401  -0.06
C 0.9730 1.4355 2.2578  -0.53
O 1.2069 0.7609 3.2115  0.14
O -0.1330 2.2137 2.2280  0.12
H -2.7278 -0.0386 -2.1402  0.07
H -4.3026 -0.2882 -1.3645  0.07
H -3.6480 -1.4878 -2.5081  0.07
H -2.4790 -0.8041 0.2454  0.07
H -3.3412 -2.2760 -0.1205  0.07
H -0.0460 -0.9439 0.6125  0.09
H -0.3969 -0.0324 -0.8910  0.10
H 2.1824 -0.6340 1.3106  0.13
H 3.6391 0.3208 1.4268  0.14
H 2.5283 2.3719 1.1723  0.14
H 1.2765 1.7027 0.1429  0.12
H -0.2260 2.6464 1.3711  0.11

Properties
Total energy (hartree): -1048.30910
HOMO (eV): -9.042
SMILES string: CCSCOC(=O)OCCC(=O)O
Kohn-Sham gap (eV): 9.25